{
  "formula": "C25H29N5O7Zr",
  "method": "wB97M-V/def2-TZVPD",
  "symbols": ["Zr", "O", "C", "O", "C", "C", "C", "C", "C", "O", "C", "C", "O", "O", "H", "H", "H", "H", "H", "H", "H", "H", "O", "C", "C", "C", "C", "C", "C", "C", "O", "N", "N", "C", "C", "C", "C", "C", "C", "N", "H", "H", "H", "H", "H", "H", "H", "H", "H", "H", "N", "C", "C", "N", "C", "C", "H", "H", "H", "H", "H", "H", "H", "H", "H", "H", "H"],
  "coordinates": [[-0.71407, -0.38427, -0.30651], [-0.69360, 0.92618, 3.28510], [-1.19547, 0.21029, 2.45512], [-1.62623, 0.65270, 1.27699], [-1.39634, -1.29836, 2.65523], [-2.59898, -1.78121, 1.82659], [-3.08458, -3.15343, 2.25459], [-1.94952, -4.07869, 1.75102], [-0.99933, -3.10156, 1.08014], [-1.93638, -2.07389, 0.52264], [-0.25205, -2.24738, 2.13502], [1.00698, -1.64939, 1.50289], [2.02921, -2.27654, 1.44542], [0.85963, -0.43994, 0.96065], [-1.53958, -1.46872, 3.72034], [-3.36963, -1.03761, 1.65557], [-4.03264, -3.38553, 1.77513], [-3.23498, -3.19433, 3.33180], [-2.31047, -4.80842, 1.03040], [-1.44193, -4.61929, 2.54701], [-0.39765, -3.49721, 0.26443], [0.10129, -2.88941, 2.93935], [1.78524, -4.11415, -0.73586], [2.32499, -3.82380, -1.95424], [3.06304, -4.82278, -2.57134], [3.68433, -4.59181, -3.78336], [3.59383, -3.34490, -4.40010], [2.84316, -2.35508, -3.81240], [2.16909, -2.58115, -2.59794], [1.24785, -1.55884, -2.13097], [0.23343, -1.89966, -1.35169], [1.37237, -0.31228, -2.55904], [0.28462, 0.38611, -2.14697], [-0.07628, 1.47431, -2.70927], [-1.39519, 1.97437, -2.32402], [-1.92318, 3.13630, -2.84542], [-3.22511, 3.48936, -2.50466], [-3.93994, 2.68033, -1.63975], [-3.32555, 1.55153, -1.12439], [-2.08625, 1.19005, -1.46357], [1.98814, -3.40994, -0.10110], [3.15786, -5.77061, -2.05937], [4.26087, -5.38238, -4.24464], [4.09401, -3.16149, -5.34024], [2.72993, -1.39446, -4.29409], [0.51144, 1.94703, -3.48955], [-1.33613, 3.73992, -3.52412], [-3.67395, 4.38352, -2.91648], [-4.95610, 2.91430, -1.35778], [-3.83970, 0.91855, -0.41250], [1.61823, 4.66346, 2.61515], [0.47273, 5.01058, 1.70562], [0.54868, 4.15168, 0.44581], [0.58714, 2.72295, 0.73059], [1.70609, 2.41193, 1.62245], [1.65767, 3.18665, 2.92696], [1.55182, 5.20309, 3.48087], [2.49963, 4.93540, 2.17051], [0.52848, 6.07474, 1.48225], [-0.43919, 4.80828, 2.26655], [1.43883, 4.42201, -0.13071], [-0.31452, 4.38483, -0.17823], [-0.28733, 2.42893, 1.16819], [2.64051, 2.62744, 1.09336], [1.71245, 1.35435, 1.85301], [2.53369, 3.00191, 3.54643], [0.75464, 2.94547, 3.48710]],
  "lowdin_charge": [2.036, 0.122, -0.559, -0.230, -0.076, -0.210, -0.066, -0.060, -0.193, -0.196, -0.071, -0.523, 0.149, -0.194, 0.170, 0.159, 0.130, 0.135, 0.133, 0.136, 0.145, 0.173, 0.055, -0.235, 0.012, -0.034, -0.059, -0.013, -0.081, -0.350, -0.194, 0.108, -0.136, -0.015, -0.255, 0.014, -0.002, -0.009, -0.085, -0.007, 0.069, 0.130, 0.119, 0.113, 0.112, 0.151, 0.132, 0.131, 0.126, 0.124, 0.063, -0.089, -0.187, -0.042, -0.186, -0.085, 0.188, 0.186, 0.140, 0.143, 0.131, 0.122, 0.080, 0.138, 0.101, 0.144, 0.124],
  "de_lowest_kj_mol": 76.6,
  "molar_mass_g_mol": 602.759,
  "total_energy_ha": -1817.24614,
  "total_charge": 2,
  "largest_force_ev_per_a": 0.7,
  "homo_lumo_gap_ev": 6.2
}



{
  "formula": "C25H29N8O3SSr",
  "method": "wB97M-V/def2-TZVPD",
  "symbols": ["Sr", "C", "O", "C", "C", "O", "C", "C", "O", "C", "H", "H", "H", "H", "H", "H", "H", "H", "H", "H", "H", "H", "H", "H", "C", "C", "N", "C", "C", "N", "C", "C", "C", "C", "C", "N", "C", "C", "N", "C", "C", "N", "C", "C", "C", "N", "C", "C", "H", "H", "H", "H", "H", "H", "H", "H", "H", "H", "H", "H", "S", "C", "N", "N", "H", "H", "H"],
  "coordinates": [[-0.63013, -0.83090, 1.25030], [-0.84714, -1.07741, 5.14098], [-1.38484, -0.13198, 4.20130], [-2.81186, -0.17763, 4.15053], [-3.26626, -1.26321, 3.21397], [-2.89755, -0.89226, 1.85955], [-3.79282, -0.02418, 1.13788], [-3.02404, 1.06574, 0.42271], [-2.13994, 0.47983, -0.54432], [-1.71710, 1.44022, -1.52251], [-1.30989, -0.92601, 6.11727], [0.22077, -0.88439, 5.20999], [-0.98983, -2.10623, 4.81243], [-3.14020, 0.80220, 3.79953], [-3.23675, -0.33372, 5.14621], [-4.33591, -1.46833, 3.26043], [-2.73064, -2.18746, 3.43378], [-4.50441, 0.44048, 1.82345], [-4.34610, -0.61988, 0.41131], [-2.44786, 1.68406, 1.12150], [-3.75071, 1.71206, -0.07704], [-2.58915, 1.89671, -1.99289], [-1.14605, 0.90445, -2.27564], [-1.09706, 2.20569, -1.05527], [2.54982, 2.03648, 3.32334], [1.37442, 1.36575, 3.01799], [1.20532, 0.81857, 1.81749], [2.19215, 0.92866, 0.92131], [3.37886, 1.54937, 1.27135], [3.56020, 2.11477, 2.46453], [1.95304, 0.37223, -0.47611], [2.70580, 0.77707, -1.56201], [2.46340, 0.20431, -2.80785], [1.44447, -0.73803, -2.91300], [0.67129, -1.03609, -1.80596], [0.94007, -0.49263, -0.61159], [-0.52724, -1.97010, -1.86578], [-1.12360, -2.34658, -3.05381], [-2.15835, -3.19065, -3.08830], [-2.59020, -3.66136, -1.92508], [-2.03136, -3.25599, -0.71733], [-1.01559, -2.40373, -0.69925], [3.26885, 0.59615, -4.00406], [2.77734, 0.40879, -5.28673], [3.54864, 0.79577, -6.37153], [4.75720, 1.34876, -6.26063], [5.22246, 1.52301, -5.02297], [4.52515, 1.16835, -3.87800], [2.67502, 2.50738, 4.29052], [0.55990, 1.27218, 3.72944], [4.21272, 1.58316, 0.58158], [3.46526, 1.53670, -1.44759], [1.26719, -1.25215, -3.84656], [-0.77856, -1.95522, -4.00386], [-3.40701, -4.37332, -1.94104], [-2.38912, -3.62635, 0.23722], [1.79431, -0.00491, -5.46866], [3.16666, 0.65372, -7.37597], [6.20748, 1.96605, -4.93375], [4.99457, 1.31903, -2.91480], [-0.93466, -5.14753, 3.59548], [-0.40537, -3.76791, 2.89457], [-0.08841, -2.74323, 2.40938], [-0.42044, 3.55750, 1.12840], [-0.43675, 3.82342, 2.10844], [-1.12551, 4.14073, 0.68594], [0.46607, 3.88999, 0.75980]],
  "lowdin_charge": [1.486, -0.067, -0.239, -0.180, -0.134, -0.350, -0.148, -0.196, -0.276, -0.055, 0.099, 0.094, 0.058, 0.131, 0.138, 0.144, 0.114, 0.140, 0.141, 0.116, 0.139, 0.102, 0.084, 0.076, -0.086, -0.096, 0.010, -0.184, -0.054, 0.116, -0.172, 0.056, -0.103, 0.054, -0.191, 0.033, -0.195, -0.054, 0.114, -0.079, -0.072, 0.026, -0.165, -0.014, -0.118, 0.081, -0.118, -0.012, 0.119, 0.107, 0.121, 0.112, 0.115, 0.119, 0.120, 0.124, 0.108, 0.114, 0.114, 0.110, 0.510, -1.022, -0.170, 0.030, 0.024, 0.027, 0.026],
  "de_lowest_kj_mol": 48.4,
  "molar_mass_g_mol": 609.247,
  "total_energy_ha": -2062.62099,
  "total_charge": 1,
  "largest_force_ev_per_a": 1.1,
  "homo_lumo_gap_ev": 6.3
}



{
  "formula": "C25H30AsClN3O4Pt",
  "method": "wB97M-V/def2-TZVPD",
  "symbols": ["Pt", "O", "C", "O", "C", "C", "C", "C", "C", "N", "C", "O", "O", "H", "H", "H", "Cl", "C", "C", "C", "C", "C", "C", "C", "H", "H", "H", "H", "H", "H", "N", "C", "C", "C", "N", "C", "C", "H", "H", "H", "H", "H", "H", "C", "C", "As", "C", "C", "C", "C", "H", "H", "H", "H", "H", "H", "H", "H", "H", "H", "H", "H", "H", "H", "H"],
  "coordinates": [[0.66284, 0.92852, -1.25418], [-0.96018, -1.98332, 1.56813], [-0.52902, -1.26763, 0.62544], [0.58447, -0.69002, 0.59385], [-1.46553, -1.05199, -0.54275], [-2.58315, -1.81185, -0.79086], [-3.39582, -1.46498, -1.87183], [-3.09258, -0.35593, -2.63889], [-1.95415, 0.37601, -2.33766], [-1.17461, -0.00637, -1.32665], [-1.53487, 1.63308, -3.06428], [-2.24200, 2.04322, -3.95732], [-0.43145, 2.17954, -2.63474], [-2.81060, -2.64740, -0.14448], [-4.27343, -2.05701, -2.09682], [-3.70321, -0.02428, -3.46754], [0.20375, -0.64866, -4.81681], [0.89927, -1.63519, -3.57852], [0.50803, -2.96114, -3.50095], [1.05408, -3.78981, -2.53244], [2.00747, -3.29025, -1.64380], [2.39032, -1.97136, -1.72528], [1.84618, -1.09494, -2.68811], [2.23839, 0.30309, -2.69741], [-0.21564, -3.33878, -4.21131], [0.74887, -4.82717, -2.48267], [2.44956, -3.93924, -0.89919], [3.12732, -1.57612, -1.03485], [2.03687, 0.88178, -3.58963], [3.16682, 0.54415, -2.18847], [3.99809, 5.05198, 1.94003], [3.15514, 4.17721, 1.35374], [2.13878, 4.61479, 0.48776], [1.31139, 3.69642, -0.09523], [1.41418, 2.37193, 0.12831], [2.37214, 1.94441, 0.97566], [3.24535, 2.79365, 1.59883], [3.97912, 6.02571, 1.69538], [4.77390, 4.73267, 2.49133], [2.00628, 5.66662, 0.27103], [0.52961, 3.99820, -0.78130], [2.40025, 0.87550, 1.14719], [3.99932, 2.39705, 2.26655], [0.72644, 0.92445, 4.93418], [1.48709, -0.33242, 4.51935], [0.38934, -1.47874, 3.38795], [1.41754, -3.05636, 2.96733], [2.74196, -3.19319, 3.71191], [-1.05593, -2.05872, 4.52337], [-0.56310, -2.61975, 5.85794], [1.32743, 1.52690, 5.61542], [-0.20534, 0.68599, 5.44981], [0.47952, 1.54490, 4.07100], [1.77793, -0.94982, 5.37328], [2.38974, -0.09353, 3.95535], [1.56107, -3.02018, 1.88849], [0.74661, -3.89154, 3.17290], [3.42078, -2.36791, 3.49500], [3.23888, -4.11327, 3.40263], [2.61063, -3.24154, 4.79327], [-1.58355, -2.79993, 3.92699], [-1.73070, -1.21484, 4.66066], [0.15320, -3.43243, 5.72073], [-1.40347, -3.02275, 6.42419], [-0.09413, -1.85484, 6.47761]],
  "lowdin_charge": [1.366, -0.083, -0.589, -0.118, -0.157, 0.030, 0.000, 0.039, -0.178, 0.000, -0.629, 0.090, -0.169, 0.127, 0.122, 0.135, 0.793, -0.607, -0.098, -0.061, -0.074, -0.060, -0.367, -0.130, 0.111, 0.111, 0.107, 0.117, 0.048, 0.069, 0.154, -0.296, 0.008, -0.102, -0.120, -0.135, -0.001, 0.116, 0.114, 0.124, 0.121, 0.097, 0.117, -0.158, -0.391, 1.376, -0.363, -0.148, -0.374, -0.141, 0.078, 0.065, 0.067, 0.068, 0.061, 0.059, 0.083, 0.068, 0.079, 0.066, 0.071, 0.076, 0.067, 0.081, 0.065],
  "de_lowest_kj_mol": 0.0,
  "molar_mass_g_mol": 741.985,
  "total_energy_ha": -4250.86572,
  "total_charge": 1,
  "largest_force_ev_per_a": 0.8,
  "homo_lumo_gap_ev": [7.4, 7.1],
  "spin_multiplicity": 5
}